# 1
# C6H8O2P

The ion C6H8O2P with charge -1 at a distorted geometry (ωB97M-V/def2-TZVPD, the OMol25 dataset).

The value obtained for the orbital gap is 0.3090 Ha. The total energy comes out at -725.2343 a.u. As for the SMILES: C[C@]12C=C1[P@@](=O)([O-])CC2. As for the net charge: -1.

Geometry as XYZ:
```
17
Properties=species:S:1:pos:R:3:forces:R:3
P -2.831811 0.075577 0.107654 0.81 0.01 -0.14
O -3.457348 -0.624478 1.257339 -0.19 0.06 0.22
O -3.565765 0.753922 -0.977050 -0.91 0.58 -0.48
C -1.406445 1.148083 0.600739 2.92 3.67 -3.04
C -0.193970 -0.439606 -0.921672 -2.44 2.48 0.55
C -0.484960 2.014693 -0.156168 -4.33 -3.53 3.47
C -1.586370 -1.059427 -0.678068 -0.78 -2.72 -0.01
C -0.069327 0.671943 0.204527 2.45 -0.86 0.73
C 1.083853 0.506450 1.252093 -0.22 -0.43 -1.13
H -0.593658 2.632451 -0.991837 -0.15 1.03 -0.92
H 0.732813 -0.271771 1.919380 -0.10 0.22 0.92
H 0.632278 -1.122457 -0.931039 0.43 -0.25 -0.60
H -0.469751 0.216899 -1.852205 1.47 -1.45 1.06
H 1.881953 -0.064473 0.720467 0.23 1.06 0.36
H -1.960308 -1.414860 -1.673285 -0.09 0.40 0.84
H 1.394177 1.488560 1.762009 -0.42 -1.72 -0.82
H -1.769496 -1.980255 0.023095 1.30 1.46 -1.03
```
Forces are in eV/Å.

***

# 2
# C49H44BrFN11O8S3SeY

A structure of composition C49H44BrFN11O8S3SeY (ωB97M-V/def2-TZVPD, the OMol25 dataset).

The value obtained for the orbital gap is 0.1663 Ha. The total energy comes out at -9406.2653 a.u. As for the net charge: 0.

Geometry as XYZ:
```
119
Properties=species:S:1:pos:R:3:forces:R:3
Y 0.535794 -1.757072 -0.688005 -0.39 0.08 0.61
Br 5.315722 4.946237 -3.805020 0.00 -0.01 0.01
Se 0.613528 -1.957303 -4.989046 -0.08 0.08 -0.07
S 3.436794 -1.430290 3.033223 -0.16 0.08 0.17
S 0.629729 -2.089899 2.293065 -0.02 0.01 -0.12
S -6.251016 -5.183307 -4.745677 -0.01 0.26 -0.02
F 4.672483 3.015381 2.622896 0.01 -0.01 -0.01
O 1.417426 -0.327705 -2.106458 0.15 0.28 -0.34
O -5.760874 -3.828330 -4.524275 -0.06 -0.01 -0.04
O -2.941982 0.402032 0.227126 -0.01 0.07 -0.07
O -5.253354 -6.200373 -4.481654 0.13 -0.12 0.04
O -1.078469 -0.212025 -0.865285 0.02 -0.16 -0.06
O 1.226546 0.181905 0.569132 -0.05 0.28 -0.18
O -7.525345 -5.540664 -3.165097 -0.05 0.04 -0.12
O 3.207663 -1.022699 -1.018219 -0.06 -0.06 -0.02
N -2.159887 -1.591515 -4.513348 0.05 0.09 0.12
N -1.063118 0.259710 -4.206778 0.03 -0.07 0.10
N 3.718772 6.178295 6.300419 -0.07 -0.06 0.03
N -7.277518 -6.913478 -1.367261 -0.17 0.06 -0.08
N 0.405251 -4.084745 -1.922400 0.30 -0.02 0.03
N 2.849097 -3.105008 1.126084 0.34 0.27 -0.15
N 2.018308 -3.479353 0.117855 -0.02 -0.55 0.22
N 3.311459 4.970578 4.177680 -0.06 0.08 -0.03
N -5.902344 -5.003841 -1.696410 0.08 0.10 0.02
N -0.835103 3.078499 2.534167 -0.03 -0.08 0.00
N -1.640667 -2.937975 -0.300407 -0.18 0.31 0.14
C -3.789704 -3.364617 -1.265747 0.06 -0.16 0.14
C -3.017618 1.674683 -3.450868 0.05 -0.04 -0.01
C -2.630859 -2.627425 -1.150279 -0.10 -0.18 -0.03
C 2.627683 -0.194450 -1.731869 0.09 -0.22 -0.35
C -2.990423 -4.731087 0.514200 0.01 -0.05 -0.03
C -1.847856 -3.953870 0.540831 0.12 -0.18 -0.06
C -6.913392 -5.812069 -2.074856 0.20 -0.09 0.11
C -0.862814 1.255293 0.956911 -0.07 0.00 -0.08
C 1.252092 2.105561 1.870121 0.08 0.09 0.00
C -2.810928 3.475859 4.040911 0.01 0.00 -0.02
C -1.587291 3.859653 4.816900 -0.02 0.03 0.01
C -0.559354 -5.743116 -3.350909 0.00 -0.04 -0.02
C 1.406412 -6.254999 -2.103161 -0.02 0.15 0.04
C 5.022996 -1.613727 2.184012 -0.01 0.00 0.03
C 5.010490 2.126905 -3.543082 0.01 0.03 -0.01
C -1.470950 2.207573 1.702133 0.01 -0.07 0.00
C -4.468576 -0.750591 -3.880608 0.04 0.03 0.04
C 4.414272 0.970573 -3.061721 0.06 0.00 0.14
C -0.006134 1.237845 -4.106735 0.04 0.13 -0.06
C -0.517259 -4.474031 -2.793076 -0.03 0.05 -0.06
C -1.736384 0.399519 0.044466 0.02 0.19 0.18
C -6.558649 -7.195223 -0.303574 0.08 -0.05 0.13
C 1.257905 4.016377 3.345721 0.05 -0.09 0.03
C -5.090341 0.407045 -3.435803 -0.04 -0.01 0.00
C 0.431057 -6.643886 -3.009321 -0.02 0.03 0.00
C 5.022234 5.825778 5.651021 0.05 0.00 0.01
C -5.164007 -5.343141 -0.654990 -0.06 -0.13 -0.01
C -3.102409 -0.659369 -4.097831 0.00 0.04 -0.08
C 0.547263 3.079967 2.586917 0.10 -0.01 -0.04
C 3.312828 1.047880 -2.221360 0.01 0.02 0.03
C -0.916562 -1.038747 -4.553667 -0.07 -0.24 -0.13
C 2.890814 7.023899 5.372584 0.00 0.04 -0.02
C 4.713192 4.813576 4.531310 0.07 -0.06 0.04
C 4.500226 3.356012 -3.161974 0.03 0.00 -0.01
C 3.317709 3.024542 2.637659 -0.04 0.00 -0.08
C 2.644571 2.079607 1.915445 -0.03 0.06 0.08
C -3.975143 -4.469821 -0.433209 -0.01 0.15 -0.14
C 2.306766 -2.297857 1.992427 0.17 -0.44 0.00
C 1.347961 -4.976472 -1.564829 -0.12 -0.12 -0.12
C 2.644798 4.005770 3.372544 -0.08 -0.08 0.02
C -5.449159 -6.463535 0.112877 0.04 0.06 -0.05
C 2.256742 -4.575447 -0.491136 0.01 0.21 0.21
C 2.804305 2.291330 -1.866105 -0.03 -0.03 -0.02
C -4.382099 1.592048 -3.224914 -0.06 0.02 0.02
C 0.559769 1.096928 1.060935 0.03 -0.23 0.08
C -1.609137 4.001476 3.320503 -0.03 0.07 0.01
C 3.402536 3.453680 -2.323898 0.01 0.05 0.01
C 2.984956 6.372513 3.982251 0.04 0.06 -0.05
C -2.390335 0.521871 -3.893664 -0.20 -0.07 0.01
H -1.616130 4.764319 5.408878 0.00 0.01 0.01
H -3.681525 4.112449 4.089305 0.00 0.02 -0.01
H -6.862879 -8.076931 0.255384 0.00 0.00 0.02
H 3.204373 5.300957 6.424990 0.01 0.02 0.05
H 3.173737 1.309585 1.368166 0.01 -0.01 -0.03
H 3.068483 -5.227125 -0.177359 0.01 0.01 -0.02
H 1.876588 7.029288 5.768308 0.00 -0.01 -0.03
H -1.042953 -4.165598 1.235834 -0.02 0.03 0.02
H 5.861479 2.072786 -4.207238 0.01 0.00 -0.01
H -0.987410 3.056994 5.222941 0.01 -0.02 -0.01
H 2.188921 -6.933046 -1.791617 0.01 -0.01 0.02
H -6.154010 0.382957 -3.241182 0.00 0.01 0.01
H 3.295429 8.034375 5.394657 -0.01 -0.01 0.01
H -4.537757 -3.130978 -2.010799 -0.02 -0.01 -0.01
H 3.750340 6.874960 3.376429 -0.02 0.01 0.00
H -2.468066 2.589476 -3.274859 0.01 0.00 0.00
H 0.719410 4.732968 3.949051 0.00 0.03 0.00
H 2.039715 6.479307 3.458558 0.01 -0.02 0.02
H 0.863982 0.856823 -4.636126 0.00 0.00 0.03
H -2.466784 -1.766001 -1.779563 -0.02 0.08 0.02
H -4.855660 -6.774239 0.959162 -0.03 0.01 0.04
H 5.277383 -0.694342 1.660475 -0.01 0.01 -0.01
H 4.808381 0.001799 -3.337806 -0.01 -0.02 -0.02
H 4.936046 -2.422477 1.465358 0.00 -0.03 0.00
H 0.259274 1.391910 -3.063559 -0.03 0.04 -0.03
H 0.435502 -7.642183 -3.425497 0.01 0.00 -0.02
H -5.019906 -1.672216 -4.036397 0.05 0.00 -0.04
H -3.022961 2.420999 3.942873 -0.01 -0.01 0.01
H 1.926219 2.345621 -1.233407 -0.02 -0.01 -0.01
H 3.014588 4.424479 -2.046900 0.00 0.00 0.00
H -2.549407 2.285255 1.658474 -0.01 -0.01 0.00
H 3.842500 6.624539 7.207330 0.02 0.02 -0.02
H 5.785487 -1.850998 2.923180 0.01 0.01 0.01
H 5.440837 6.757800 5.274761 0.01 -0.02 0.01
H -1.355893 -6.002876 -4.032969 -0.03 0.00 -0.01
H -1.274794 -3.744814 -3.039614 -0.01 0.00 -0.05
H -4.910608 2.465624 -2.865167 0.00 -0.02 -0.01
H 5.399632 4.994793 3.698691 -0.01 0.00 0.03
H -2.340134 -2.540896 -4.791483 -0.02 -0.03 -0.05
H -0.346215 2.168683 -4.562255 0.01 -0.01 -0.04
H 5.691208 5.416990 6.404638 -0.01 0.00 -0.02
H 4.879077 3.798540 4.888235 0.00 0.02 -0.03
H -3.077925 -5.558820 1.203998 0.00 0.01 0.01
H -1.668664 5.001926 2.904324 0.00 0.00 0.02
```
Forces are in eV/Å.

***

# 3
# C4H8NO2Si

The ion C4H8NO2Si with charge -1 at a distorted geometry (ωB97M-V/def2-TZVPD, the OMol25 dataset).

The value obtained for the orbital gap is 0.2862 Ha. The total energy comes out at -651.9757 a.u. As for the SMILES: O=C([O-])[Si@@H]1CCCN1. As for the net charge: -1.

Geometry as XYZ:
```
16
Properties=species:S:1:pos:R:3:forces:R:3
Si -1.039742 -0.233418 -0.453734 2.34 -0.37 -0.98
O -3.225178 0.937486 0.685774 0.08 -0.94 -0.48
O -3.650249 -1.066492 -0.327682 -0.60 -0.56 -0.07
N -0.013937 1.177645 -0.288733 -0.78 0.08 0.85
C 0.354857 -1.195897 0.551304 -0.05 0.75 -0.70
C -2.979815 -0.117672 0.052506 0.98 1.37 0.26
C 1.492107 -0.166008 0.724512 1.07 -0.66 1.36
C 1.346463 0.818623 -0.381784 1.81 0.99 -1.05
H 2.200178 1.531483 -0.154063 -1.46 0.44 -0.36
H 1.638898 0.457252 -1.450948 -0.37 -0.21 1.52
H -0.152563 -1.482360 1.467834 0.69 -0.99 0.11
H -0.404251 -0.637758 -1.927833 -1.41 -0.02 0.92
H -0.339916 1.989982 -0.691922 -0.38 2.15 -1.06
H 0.791069 -1.877653 -0.181316 -0.68 -1.06 0.69
H 1.395713 0.353317 1.741418 0.16 -0.39 -1.51
H 2.586361 -0.488526 0.634661 -1.39 -0.57 0.49
```
Forces are in eV/Å.

***

# 4
# C6H14NO

A cluster of 2 separate species, C6H14NO in total at a distorted geometry (ωB97M-V/def2-TZVPD, the OMol25 dataset).

The value obtained for the orbital gap is 0.2099 Ha. The total energy comes out at -366.6501 a.u. As for the net charge: -1.

Geometry as XYZ:
```
22
Properties=species:S:1:pos:R:3:forces:R:3
O 0.223993 -0.588290 3.370950 1.56 -0.92 -1.28
N 0.350876 0.492160 -1.783151 5.03 -3.19 0.89
C -1.006960 0.390771 -2.120790 -3.71 2.67 -0.99
C -1.492382 1.161866 -3.490375 0.25 0.20 2.41
C 0.340231 0.744960 0.670761 0.02 0.14 0.31
C -0.053237 -0.557843 1.033559 0.49 -0.68 1.29
C 0.705808 -1.308511 2.291208 -1.82 0.92 0.40
C 0.557147 -0.544234 -0.473126 0.88 0.14 -3.32
H -2.606486 1.154067 -3.591876 0.85 -0.22 0.26
H 2.967771 0.584386 3.529609 -0.39 -0.10 0.10
H 0.075539 -1.484169 -0.872102 0.03 0.68 0.48
H 2.240104 0.371994 3.655422 0.29 0.08 -0.11
H -1.056523 0.914056 -4.458756 0.30 -0.50 0.18
H 1.306749 1.205863 0.917136 -0.19 -0.85 -0.05
H 1.634833 -0.694171 -0.516477 -0.14 0.00 0.40
H -1.206788 2.193663 -3.251292 -0.09 0.05 -0.54
H -1.746099 -0.399178 -1.879180 1.01 -0.68 -0.12
H 0.339738 -2.375175 2.359195 0.29 0.48 -0.55
H 1.839134 -1.389567 2.063634 -1.06 0.58 0.28
H -0.403047 1.506083 0.527933 -0.50 0.18 -0.75
H -0.815892 1.147054 -1.310195 -3.68 0.76 0.03
H -1.120739 -0.795751 0.873989 0.58 0.28 0.67
```
Forces are in eV/Å.

***

# 5
# C34H34BrN4OReTe

A structure of composition C34H34BrN4OReTe (ωB97M-V/def2-TZVPD, the OMol25 dataset).

The value obtained for the orbital gap (alpha / beta) is 0.2089 / 0.2072 Ha. The total energy comes out at -4529.7058 a.u. As for the net charge: +3. As for the spin multiplicity: 4.

Geometry as XYZ:
```
76
Properties=species:S:1:pos:R:3:forces:R:3
Re 0.180776 0.626868 -0.753728 0.68 0.23 0.13
Te 1.314178 1.201289 1.642943 -0.02 -0.07 -0.19
Br 5.738731 5.238692 -2.728599 0.08 0.08 -0.03
O 2.011226 0.695399 -1.419963 -0.10 0.27 -0.09
N 0.020089 2.665502 -1.071068 -0.16 0.07 -0.10
N 0.159648 -1.430118 -0.902053 -0.10 -0.10 0.00
N -1.865559 0.914320 -0.424024 -0.19 -0.02 0.02
N -0.037038 -3.422576 -2.091296 -0.01 -0.11 -0.05
C -0.699690 -4.386028 0.129426 -0.01 -0.01 0.01
C -0.189472 1.423147 3.070541 0.01 -0.02 -0.16
C 3.071889 -3.096873 3.007916 -0.01 -0.01 0.00
C -3.014941 4.895233 -0.692928 0.07 0.00 -0.01
C 0.999243 3.441917 -1.490874 -0.28 0.02 0.09
C -1.910091 1.686092 5.193578 -0.01 0.00 0.00
C -1.619302 -4.924515 -3.300188 -0.02 -0.03 -0.01
C -0.165586 -2.122232 -2.004622 0.16 0.15 0.11
C 4.148556 1.491280 -1.962602 0.22 -0.01 -0.05
C -3.966981 3.963768 -0.396185 -0.01 -0.02 0.00
C 5.005809 2.533319 -2.268481 -0.02 -0.05 0.00
C 4.551890 3.860496 -2.313129 0.09 -0.13 -0.01
C -0.661763 -1.330481 -3.179105 0.00 0.00 -0.03
C -1.674260 4.513947 -0.923276 -0.08 0.13 -0.01
C -1.303899 3.199467 -0.847728 0.30 -0.05 -0.04
C -4.531350 1.572352 -0.009983 -0.05 0.02 0.01
C 3.913545 -2.009643 2.832200 0.02 0.04 -0.03
C 0.104457 2.354188 4.060076 -0.16 -0.01 0.10
C 3.234356 4.125370 -2.059019 -0.21 -0.10 0.05
C -2.769917 -0.025641 -0.139116 0.04 0.09 -0.03
C -0.303479 -4.170355 -3.346982 -0.02 0.04 0.07
C 3.400481 -0.791729 2.397844 0.03 -0.12 -0.05
C 2.817089 1.747009 -1.688330 -0.28 -0.38 0.12
C -4.113691 0.265420 0.067347 -0.02 -0.01 0.01
C -3.608521 2.597079 -0.304584 -0.11 0.03 0.03
C -0.770621 2.474223 5.133999 0.02 0.03 -0.03
C 1.707451 -2.983667 2.754021 -0.01 0.01 -0.02
C 1.177950 -1.777307 2.322004 0.07 -0.06 0.09
C -2.270998 2.230825 -0.520160 0.04 -0.26 0.04
C 2.337517 3.073874 -1.727572 0.11 0.22 -0.10
C -1.333890 0.633848 3.106745 -0.06 0.06 0.09
C 0.380301 -4.241500 -0.933421 -0.01 0.02 -0.07
C 2.037315 -0.695499 2.149889 -0.06 0.01 -0.03
C -2.196915 0.774317 4.181395 -0.01 0.00 -0.02
H -1.760508 -5.459966 -4.238025 0.00 0.00 0.00
H 1.054166 -3.830566 2.920048 0.00 0.01 0.00
H -2.398571 -1.040559 -0.069485 0.00 0.00 -0.02
H 0.762030 4.485189 -1.673950 0.02 0.00 0.03
H -5.572605 1.827023 0.151042 0.02 0.00 0.00
H 0.109938 -1.679427 2.169990 -0.02 0.01 0.02
H 6.045317 2.324512 -2.487318 -0.01 0.00 0.01
H -2.465293 -4.248027 -3.166815 0.01 0.00 0.00
H -3.092446 0.169156 4.235454 0.01 0.00 0.01
H 4.970927 -2.099957 3.042228 -0.01 0.00 0.00
H 0.625900 -5.222090 -1.333715 0.03 0.00 0.00
H 2.868294 5.143555 -2.104364 -0.01 -0.01 0.00
H -0.962520 5.291906 -1.163855 -0.02 0.01 0.02
H 3.476311 -4.037190 3.358753 -0.01 0.01 0.00
H -0.972561 -3.437086 0.594256 0.02 0.03 -0.01
H 0.066620 -1.344073 -3.990445 0.00 0.01 0.00
H 0.534861 -4.853545 -3.477576 0.01 0.00 0.00
H -4.996175 4.254137 -0.229650 0.01 0.00 0.00
H 4.497743 0.467420 -1.944563 0.03 0.03 -0.01
H -1.601264 -4.827545 -0.292567 0.01 0.01 0.01
H 0.603491 -1.978980 -0.173035 -0.02 -0.05 0.04
H -1.632838 -5.662228 -2.497971 0.00 0.00 -0.02
H -0.340014 -5.050480 0.914221 -0.01 0.00 0.00
H -2.584743 1.782188 6.034205 0.01 0.00 -0.01
H 1.313318 -3.837782 -0.529623 -0.02 0.03 0.03
H -0.556615 3.185671 5.920219 -0.01 -0.01 0.00
H 4.061854 0.055710 2.267358 0.00 0.01 0.02
H -1.608499 -1.714669 -3.557345 0.01 0.00 -0.01
H 0.990300 2.976197 4.015713 0.01 -0.02 0.01
H -4.802917 -0.537042 0.287989 -0.01 0.01 0.00
H -1.558739 -0.074654 2.319462 0.04 -0.01 0.03
H -0.273463 -3.479156 -4.183536 -0.01 0.00 0.00
H -3.278157 5.941788 -0.758590 0.01 0.00 -0.01
H -0.827706 -0.280516 -2.909441 -0.03 0.01 0.01
```
Forces are in eV/Å.

***

# 6
# C7H13N3

The ion C7H13N3 with charge +2 at a distorted geometry (ωB97M-V/def2-TZVPD, the OMol25 dataset).

The value obtained for the orbital gap is 0.3933 Ha. The total energy comes out at -438.1764 a.u. As for the SMILES: C/C=N/C1=[NH+]C(C)=[NH+][C@@H]1C. As for the net charge: +2.

Geometry as XYZ:
```
23
Properties=species:S:1:pos:R:3:forces:R:3
N -0.556285 1.034151 -0.429162 -0.03 0.39 0.16
N -1.326409 -0.681083 -1.516853 -0.18 0.46 0.03
N 1.568365 0.455045 0.267255 -0.42 -0.24 -0.27
C -0.008242 -1.119867 -1.119580 1.61 0.03 0.78
C -2.852907 1.254254 -1.341977 -0.71 0.31 -0.09
C 2.653099 0.918668 2.375552 -0.01 -0.11 0.84
C 0.499941 0.149164 -0.345064 0.06 0.02 -0.02
C -1.609216 0.529442 -1.116577 0.20 -0.54 -0.15
C 2.496487 1.029570 0.942154 -0.50 -0.70 -1.09
C -0.021839 -2.385639 -0.267105 0.02 -0.04 0.09
H 2.657208 1.925410 2.806377 -0.03 0.10 -0.04
H 1.897497 0.304708 2.857947 0.00 0.02 -0.03
H 3.654462 0.539614 2.606244 0.03 -0.05 -0.11
H -3.237703 1.082904 -2.348683 0.13 -0.02 -0.02
H -1.944662 -1.285712 -2.045795 -0.10 0.16 0.00
H 0.997179 -2.665485 -0.001045 -0.01 0.04 -0.03
H -0.553386 1.960522 -0.015217 -0.06 -0.07 -0.08
H -2.738519 2.323960 -1.179489 0.07 -0.01 -0.02
H 3.248430 1.573140 0.370341 -0.05 0.08 -0.11
H -3.629689 0.896211 -0.657007 0.12 -0.05 0.08
H -0.602618 -2.252488 0.644982 -0.04 0.02 -0.02
H -0.447542 -3.208484 -0.842540 0.01 0.04 0.01
H 0.624841 -1.283970 -2.002081 -0.10 0.18 0.09
```
Forces are in eV/Å.

***

It is found that the relative energy (zero: lowest compared OMol25 entry of this formula, charge and spin) values, taken in the order of the records, are 173.62, 397.70, 64.37, 922.96, 0.00, 0.00 kJ/mol.